# 1
The molecule C19H24N2O4S in a non-equilibrium geometry, computed with ωB97M-V/def2-TZVPD.

molar mass	376.48	g/mol
energy relative to the best compared isomer or geometry (same formula, charge and spin)	1495.0	kJ/mol
E	-42084.05121	eV
Kohn-Sham gap	7.77	eV
highest occupied orbital energy	-7.9	eV
LUMO energy	-0.151	eV
structure (SMILES)	CCOC(=O)C1CCN(Cc2cnc(Oc3ccc(OC)cc3)s2)CC1

Last column: Löwdin charge in e.
Element x y z (Å)
C 2.04 4.43 0.53  -0.012
C 1.08 3.26 0.04  -0.226
H 1.50 2.44 -0.57  0.115
H 0.27 3.71 -0.40  0.102
O 0.89 2.66 1.22  -0.038
C -0.05 1.71 1.21  -0.442
O -0.46 1.41 0.15  0.108
C -0.46 0.93 2.56  -0.206
C 0.53 1.17 3.72  -0.171
C 1.73 0.43 3.37  -0.155
N 1.38 -1.08 3.31  -0.146
C 0.15 -1.45 3.32  -0.192
C -0.73 -0.45 2.24  -0.120
H -0.92 -0.78 1.36  -0.006
H -1.80 -0.75 2.70  0.156
H -0.27 -1.21 4.30  0.132
H 0.01 -2.27 2.73  0.091
C 2.27 -1.45 2.10  -0.180
C 2.07 -1.12 0.70  -0.547
C 2.66 0.16 0.25  -0.168
N 2.48 0.42 -1.05  0.096
C 1.38 -0.23 -1.38  -0.533
O 0.95 -0.26 -2.70  -0.019
C -0.28 -0.74 -3.04  -0.270
C -0.07 -1.84 -4.24  0.152
C -1.39 -2.22 -4.79  -0.025
C -2.43 -1.92 -4.10  -0.339
C -2.55 -1.43 -2.74  0.109
C -1.34 -0.56 -2.33  -0.013
H -1.34 -0.03 -1.53  0.029
H -3.39 -1.26 -2.16  0.068
O -3.49 -2.71 -4.49  -0.145
C -4.87 -2.58 -3.77  -0.001
H -4.66 -2.91 -2.83  0.021
H -5.12 -1.46 -3.71  0.109
H -5.69 -3.25 -4.26  0.118
H -1.27 -2.87 -5.68  0.143
H 0.53 -1.51 -4.85  -0.012
S 0.97 -1.62 -0.40  1.187
H 3.44 0.70 0.85  0.136
H 1.96 -2.50 1.97  0.114
H 3.18 -1.25 2.58  0.110
H 2.42 0.57 4.37  0.160
H 2.33 1.01 2.55  0.126
H 0.78 2.24 3.86  0.142
H -0.05 0.89 4.45  0.055
H -1.48 1.64 2.64  0.209
H 1.64 5.18 1.04  0.013
H 2.49 4.77 -0.31  0.021
H 2.98 4.00 1.21  0.143



# 2
A structure of composition C34H97Br3N15O8P5 in a non-equilibrium geometry, computed with ωB97M-V/def2-TZVPD.

molar mass	1238.83	g/mol
E	-332139.03221	eV
Kohn-Sham gap	7.89	eV
highest occupied orbital energy	-8.1	eV
LUMO energy	-0.233	eV

Last column: Löwdin charge in e.
Element x y z (Å)
C -5.91 -0.93 -1.05  -1.587
Br -7.42 -0.31 0.05  0.545
Br -5.26 0.50 -2.18  0.593
Br -6.30 -2.53 -2.06  0.596
H -5.09 -1.14 -0.37  -0.050
O 5.10 4.60 -4.38  -0.291
P 4.53 4.13 -3.08  0.551
N 3.99 2.52 -2.94  -0.314
C 4.75 1.47 -2.25  -0.102
C 3.08 2.07 -3.98  -0.121
N 3.15 4.93 -2.51  -0.313
C 2.54 4.54 -1.25  -0.114
C 2.52 5.94 -3.39  -0.087
N 5.66 4.43 -1.87  -0.303
C 6.94 3.80 -2.08  -0.145
C 5.77 5.66 -1.07  -0.088
H 4.11 0.59 -2.36  0.079
H 4.89 1.62 -1.18  0.080
H 5.71 1.37 -2.77  0.068
H 3.70 1.63 -4.76  0.094
H 2.50 2.91 -4.38  0.060
H 2.28 1.45 -3.56  0.078
H 2.15 5.32 -0.58  0.082
H 1.71 3.84 -1.35  0.052
H 3.37 4.10 -0.70  0.069
H 3.28 6.69 -3.58  0.073
H 2.17 5.55 -4.35  0.064
H 1.70 6.38 -2.82  0.075
H 6.96 2.71 -2.08  0.053
H 7.50 4.12 -2.97  0.087
H 7.68 4.05 -1.30  0.080
H 4.78 6.06 -0.85  0.067
H 6.19 6.39 -1.77  0.088
H 6.47 5.57 -0.25  0.080
O -1.64 -1.80 0.24  -0.283
P -1.21 -0.49 0.75  0.570
N -0.51 0.45 -0.51  -0.280
C -0.87 0.23 -1.90  -0.129
C 0.20 1.69 -0.22  -0.121
N -0.03 -0.71 1.96  -0.295
C 0.78 -1.90 1.90  -0.102
C 0.52 0.43 2.64  -0.126
N -2.32 0.56 1.45  -0.290
C -3.24 1.23 0.54  -0.122
C -2.84 0.28 2.80  -0.097
H -0.08 -0.25 -2.50  0.075
H -1.14 1.16 -2.40  0.059
H -1.68 -0.50 -1.97  0.069
H 0.15 2.45 -1.00  0.058
H 1.26 1.48 -0.05  0.077
H -0.20 2.20 0.65  0.064
H 1.78 -1.61 1.58  0.089
H 0.82 -2.48 2.83  0.058
H 0.36 -2.65 1.23  0.074
H 0.85 0.17 3.65  0.058
H 1.41 0.76 2.09  0.080
H -0.15 1.27 2.85  0.080
H -2.93 1.12 -0.50  0.025
H -4.24 0.79 0.59  0.048
H -3.32 2.28 0.84  0.089
H -3.07 1.23 3.27  0.085
H -2.08 -0.32 3.29  0.069
H -3.77 -0.30 2.81  0.067
O -2.57 2.39 -8.37  -0.295
P -1.32 1.66 -8.05  0.535
N -1.17 0.98 -6.51  -0.309
C -0.33 -0.14 -6.18  -0.119
C -1.88 1.67 -5.42  -0.092
N -0.01 2.71 -8.12  -0.309
C 1.22 2.51 -7.35  -0.098
C -0.13 3.98 -8.88  -0.088
N -0.86 0.38 -9.04  -0.308
C -1.75 -0.78 -9.18  -0.102
C 0.20 0.45 -10.04  -0.111
H 0.75 0.06 -6.18  0.069
H -0.45 -0.99 -6.85  0.066
H -0.58 -0.54 -5.19  0.078
H -2.47 0.89 -4.94  0.080
H -2.50 2.52 -5.70  0.076
H -1.08 2.14 -4.83  0.071
H 1.68 1.67 -7.87  0.066
H 1.91 3.35 -7.47  0.086
H 1.05 2.44 -6.27  0.057
H 0.14 4.79 -8.21  0.076
H 0.63 4.01 -9.67  0.074
H -1.16 3.96 -9.23  0.062
H -2.59 -0.53 -9.84  0.083
H -1.16 -1.62 -9.56  0.077
H -2.15 -1.01 -8.19  0.068
H 0.08 1.29 -10.73  0.080
H 0.28 -0.43 -10.67  0.079
H 1.16 0.69 -9.57  0.060
O -5.64 -6.58 3.13  -0.277
P -4.44 -5.94 2.56  0.553
N -4.39 -4.27 2.91  -0.301
C -5.24 -3.72 3.97  -0.110
C -3.36 -3.38 2.39  -0.128
N -4.41 -6.03 0.87  -0.305
C -5.65 -5.64 0.23  -0.134
C -3.68 -7.13 0.21  -0.096
N -2.92 -6.49 3.04  -0.302
C -1.65 -6.10 2.42  -0.131
C -2.78 -7.18 4.30  -0.118
H -5.14 -2.64 4.04  0.071
H -4.95 -4.13 4.94  0.073
H -6.28 -4.01 3.84  0.074
H -3.80 -2.45 2.04  0.059
H -2.86 -3.82 1.52  0.055
H -2.59 -3.19 3.14  0.081
H -5.97 -4.74 0.77  0.070
H -5.54 -5.52 -0.85  0.061
H -6.45 -6.37 0.37  0.083
H -2.70 -7.25 0.65  0.044
H -4.29 -8.03 0.28  0.087
H -3.61 -6.93 -0.86  0.082
H -0.97 -6.95 2.45  0.085
H -1.77 -5.79 1.39  0.064
H -1.11 -5.38 3.05  0.078
H -3.19 -8.20 4.23  0.084
H -3.21 -6.68 5.17  0.079
H -1.74 -7.37 4.55  0.076
O 4.79 -1.37 6.13  -0.275
P 3.47 -1.61 6.74  0.528
N 2.44 -2.36 5.62  -0.299
C 1.20 -2.97 6.11  -0.102
C 3.09 -3.14 4.56  -0.123
N 2.55 -0.27 7.24  -0.314
C 3.35 0.59 8.13  -0.119
C 1.77 0.45 6.24  -0.118
N 3.50 -2.61 8.09  -0.310
C 4.10 -3.92 7.90  -0.114
C 2.55 -2.50 9.19  -0.127
H 1.43 -4.02 6.35  0.076
H 0.48 -2.98 5.29  0.070
H 0.86 -2.43 6.99  0.070
H 2.37 -3.77 4.05  0.072
H 3.98 -3.67 4.89  0.070
H 3.51 -2.46 3.81  0.077
H 2.70 1.35 8.57  0.084
H 3.74 -0.03 8.94  0.071
H 4.23 1.00 7.64  0.085
H 2.42 0.55 5.36  0.078
H 0.91 -0.09 5.84  0.057
H 1.50 1.45 6.55  0.084
H 3.37 -4.64 7.52  0.075
H 4.95 -3.88 7.22  0.080
H 4.42 -4.28 8.88  0.086
H 1.88 -1.65 9.05  0.065
H 3.10 -2.30 10.11  0.082
H 1.99 -3.44 9.28  0.083
C -1.61 6.01 2.86  -0.041
O -2.41 5.49 1.81  -0.001
C -1.85 5.05 0.69  -0.606
O -0.67 4.87 0.53  0.118
O -2.83 4.91 -0.21  0.003
C -2.49 4.31 -1.45  -0.038
H -2.24 6.16 3.73  0.095
H -1.08 6.88 2.50  0.102
H -0.88 5.29 3.23  0.093
H -1.62 4.80 -1.89  0.098
H -3.25 4.63 -2.16  0.099
H -2.43 3.23 -1.41  0.072



# 3
A cluster of 2 separate species, C3H9NO in total, computed with ωB97M-V/def2-TZVPD.

molar mass	75.11	g/mol
energy relative to the best compared isomer or geometry (same formula, charge and spin)	189.3	kJ/mol
E	-6793.09395	eV
Kohn-Sham gap	10.19	eV
highest occupied orbital energy	-9.3	eV
LUMO energy	0.877	eV
structure (SMILES)	C=O.CNC

Last column: Löwdin charge in e.
Element x y z (Å)
O 1.10 -0.72 3.77  0.004
C 0.53 -0.83 2.72  -0.169
H -0.53 -0.54 2.58  0.080
H 0.96 -1.28 1.80  0.068
C 0.54 1.03 -0.43  -0.152
N -0.36 -0.12 -0.50  -0.191
C -1.06 -0.13 -1.78  -0.163
H -0.06 1.93 -0.36  0.079
H 1.21 1.08 -1.31  0.074
H 1.26 0.96 0.38  0.064
H 0.19 -0.97 -0.47  0.082
H -0.37 -0.03 -2.63  0.074
H -1.61 -1.05 -1.93  0.074
H -1.81 0.66 -1.84  0.076



# 4
The ion CH6N6 with charge +2 in a non-equilibrium geometry, computed with ωB97M-V/def2-TZVPD.

molar mass	102.10	g/mol
total charge	+2
energy relative to the best compared isomer or geometry (same formula, charge and spin)	50.3	kJ/mol
E	-10050.35925	eV
Kohn-Sham gap	10.08	eV
highest occupied orbital energy	-20.1	eV
LUMO energy	-10.039	eV
structure (SMILES)	N#[N+]/N=C/N(N)[NH3+]

Last column: Löwdin charge in e.
Element x y z (Å)
C -0.71 -0.44 0.41  -0.026
N -1.82 0.06 -0.12  0.139
N -3.01 -0.05 0.20  -0.030
N -4.11 0.04 0.23  0.431
N 0.86 1.46 -0.69  0.238
N 0.48 -0.05 0.00  -0.088
N 1.73 -0.64 0.25  0.266
H -0.78 -1.23 1.11  0.162
H -0.01 1.95 -1.00  0.117
H 1.23 0.97 -1.55  0.121
H 1.83 -0.47 1.27  0.212
H 2.45 0.05 -0.21  0.242
H 1.86 -1.65 0.10  0.216